Entry from OMol25: C21H36FeN2O3Se as an isolated structure (ωB97M-V with the def2-TZVPD basis set).

Geometry as XYZ:
```
64
Properties=species:S:1:pos:R:3:mulliken_charge:R:1
Fe -2.19069 -1.33135 -0.78723 0.98
C -3.32619 -4.17002 -1.31597 -0.94
O -3.51098 -2.86385 -0.70713 -0.42
C -4.18424 -2.91726 0.57304 -0.61
C -4.70313 -1.53014 0.83908 -0.42
O -3.58424 -0.63294 0.65453 -0.13
C -3.95071 0.75246 0.50845 -0.63
C -2.76677 1.44762 -0.11887 -0.16
O -2.33580 0.64571 -1.24002 -0.10
C -2.09590 1.36874 -2.47010 -1.00
H -4.30249 -4.58157 -1.56229 0.31
H -2.74257 -4.02930 -2.22127 0.32
H -2.79622 -4.82234 -0.62290 0.38
H -5.00929 -3.62826 0.52319 0.45
H -3.46913 -3.24764 1.32933 0.35
H -5.48188 -1.26594 0.11965 0.42
H -5.10323 -1.44197 1.84969 0.30
H -4.83206 0.81987 -0.13398 0.47
H -4.18664 1.18203 1.48296 0.36
H -3.04494 2.44428 -0.46019 0.52
H -1.92687 1.53660 0.57191 -0.10
H -3.00929 1.87364 -2.78005 0.36
H -1.29404 2.09010 -2.31380 0.30
H -1.80108 0.64253 -3.22295 0.34
C 3.24923 -2.73182 -2.08379 -1.20
C 3.65159 -1.32141 -1.66447 0.05
C 3.09539 -0.22790 -2.57295 -0.74
C 1.58440 -0.04407 -2.47029 -1.35
N 1.20656 0.52892 -1.16556 1.39
C 0.66452 -0.10100 -0.11738 -0.84
Se 0.01679 -1.88581 -0.10827 -0.38
N 0.62223 0.72517 0.93819 1.39
C 0.24640 0.34900 2.31630 -1.24
C 1.28249 -0.55866 2.97008 -0.67
C 2.66861 0.05885 3.13785 -0.18
C 2.72613 1.20257 4.14300 -1.26
C 1.12800 1.96750 0.54395 0.95
C 1.25163 3.17808 1.22288 -1.02
C 1.77878 4.23352 0.50896 -0.85
C 2.16782 4.09886 -0.83535 -0.83
C 2.03794 2.90300 -1.50891 -1.16
C 1.50141 1.83956 -0.78562 0.60
H 3.81141 -3.47993 -1.52587 0.39
H 3.45366 -2.89664 -3.14383 0.34
H 2.18999 -2.93404 -1.91440 0.19
H 4.73927 -1.24218 -1.66933 0.40
H 3.35251 -1.12811 -0.62674 -0.10
H 3.32535 -0.46133 -3.61533 0.48
H 3.58347 0.72438 -2.35648 0.40
H 1.05887 -0.99208 -2.56706 0.51
H 1.20687 0.63485 -3.23640 0.45
H -0.73014 -0.13378 2.26868 -0.04
H 0.13174 1.28181 2.86574 0.78
H 1.35248 -1.47976 2.38893 0.23
H 0.88488 -0.84614 3.94736 0.54
H 3.05355 0.38249 2.16393 0.07
H 3.34075 -0.73452 3.46801 0.49
H 2.17830 2.08650 3.81250 0.20
H 3.75456 1.51805 4.31407 0.41
H 2.31359 0.89707 5.10673 0.33
H 0.95109 3.29776 2.25369 0.48
H 1.89703 5.19186 0.99593 0.46
H 2.57903 4.95562 -1.35154 0.46
H 2.34022 2.80273 -2.54226 0.50
```

Computed properties:
Strongest force on any atom   0.45 eV Å⁻¹
HOMO level (alpha / beta)   -14.434 / -14.539 eV
⟨S²⟩   6.009
Molecular weight   499.33 g/mol
Total charge   +2
Multiplicity   5
Calculated total energy   -4821.66053 hartree

Entry from OMol25: one molecule with the formula CH5N3O in a non-equilibrium geometry (ωB97M-V with the def2-TZVPD basis set).

Geometry as XYZ:
```
10
Properties=species:S:1:pos:R:3:mulliken_charge:R:1
C -0.00765 0.70964 -0.08566 -0.12
H -1.56227 -0.91434 -0.87639 0.25
H -2.64990 -0.59301 0.42997 0.26
H 0.32980 1.69477 -0.31431 0.44
H 0.27405 -1.17329 0.19462 0.37
H 2.13192 0.40024 0.96084 0.35
N -1.71536 -0.66278 0.13148 -0.54
N -1.33524 0.71097 0.05855 -0.43
N 0.80397 -0.34589 -0.26470 -0.20
O 2.15608 -0.19853 0.08023 -0.38
```

Computed properties:
Strongest force on any atom   4.30 eV Å⁻¹
HOMO level   -8.759 eV
ΔE to the lowest compared entry with this formula, charge and spin   79.0 kcal/mol
Molecular weight   75.07 g/mol
Multiplicity   1
Calculated total energy   -280.47857 hartree

Entry from OMol25: one molecule with the formula C4H7NO (ωB97M-V with the def2-TZVPD basis set).

Geometry as XYZ:
```
13
Properties=species:S:1:pos:R:3:mulliken_charge:R:1
C 1.64990 0.05702 -0.43357 -0.77
C 0.78016 0.49375 0.72421 0.52
O 1.14547 1.36689 1.47172 -0.54
N -0.50251 -0.08139 0.93605 -0.26
C -1.15898 -0.98406 0.00882 -0.32
C -1.53654 0.44311 0.05512 -0.31
H 1.92516 0.95449 -0.99069 0.26
H 2.57094 -0.37884 -0.04163 0.30
H 1.18675 -0.65336 -1.11464 0.24
H -1.78998 -1.71752 0.49920 0.24
H -0.63941 -1.34921 -0.87254 0.18
H -2.43897 0.79639 0.53557 0.23
H -1.19199 1.05273 -0.77762 0.23
```

Computed properties:
Strongest force on any atom   0.40 eV Å⁻¹
HOMO level   -9.815 eV
ΔE to the lowest compared entry with this formula, charge and spin   44.9 kcal/mol
Molecular weight   85.11 g/mol
Multiplicity   1
Calculated total energy   -286.56017 hartree

Entry from OMol25: C34H32F3N3OPSbSe4Zn as an isolated structure (ωB97M-V with the def2-TZVPD basis set).

Geometry as XYZ:
```
80
Properties=species:S:1:pos:R:3:mulliken_charge:R:1
Zn -1.53663 1.90327 0.63961 0.45
Se -5.55461 2.63505 1.79926 -0.81
Sb -3.89733 4.28152 1.03084 0.06
Se -1.80093 3.83133 2.55796 -0.13
Se -2.84718 3.01245 -0.99458 -0.77
Se -0.69426 5.91987 2.54987 -0.78
C 4.45685 -1.03316 1.11394 -0.46
C 3.27248 -1.64064 1.50620 -0.59
C 2.25311 -0.89149 2.08337 -0.31
C 2.39642 0.48325 2.26714 0.11
C 3.59040 1.08232 1.85471 -0.48
C 4.61579 0.33513 1.29698 -0.73
P 1.05279 1.60848 2.83367 0.42
C 1.55516 1.91155 4.57417 0.21
C 0.66780 2.68547 5.32966 -0.18
C 0.97606 3.04110 6.63194 -0.73
C 2.17896 2.64236 7.20152 -0.40
C 3.07083 1.88588 6.45813 -0.63
C 2.76253 1.52306 5.15147 -0.14
C -0.35409 0.45946 3.04860 1.76
C -0.38999 -0.43097 4.12808 0.08
C -1.46354 -1.28704 4.28841 -0.66
C -2.50692 -1.24867 3.37329 -0.72
C -2.46568 -0.37350 2.30047 0.45
C -1.39675 0.51502 2.09697 -1.69
H 5.24799 -1.61910 0.66048 0.34
H 3.13635 -2.70679 1.36187 0.38
H 1.32767 -1.37280 2.37566 0.39
H 3.70093 2.15785 1.95577 0.47
H 5.52985 0.82493 0.98095 0.42
H -0.26133 3.02584 4.88100 0.10
H 0.27991 3.65125 7.19459 0.41
H 2.42176 2.93014 8.21826 0.33
H 4.01293 1.57141 6.89356 0.38
H 3.46423 0.92441 4.58577 0.29
H 0.42078 -0.44007 4.84935 0.41
H -1.49715 -1.96646 5.13414 0.36
H -3.36991 -1.89290 3.50976 0.37
H -3.30841 -0.35016 1.62090 0.31
F 4.28066 1.79890 -3.38422 -0.29
C 3.73934 2.92105 -2.87353 0.72
F 3.42183 3.71295 -3.91670 -0.27
F 4.73022 3.55637 -2.20728 -0.27
C 2.56734 2.64819 -1.99376 0.61
C 1.80091 3.71218 -1.53165 -1.26
C 0.72640 3.43875 -0.70738 -0.47
N 0.43020 2.19408 -0.32550 0.55
C 1.17283 1.18557 -0.76224 -0.58
C 2.25252 1.35716 -1.61071 -0.88
H 2.02521 4.73164 -1.81296 0.46
H 0.08047 4.22055 -0.31991 0.36
H 0.89366 0.20073 -0.40551 0.64
H 2.82723 0.50765 -1.94884 0.56
C -3.45156 -4.66809 -4.17197 -1.10
C -2.20475 -4.22730 -3.41346 -0.53
N -1.29956 -3.41576 -4.21412 0.26
C -0.42133 -4.08524 -5.16590 -0.70
C -0.85550 -3.92127 -6.61879 -1.06
C -1.23664 -2.04907 -4.16036 0.04
O -0.46172 -1.42865 -4.87279 -0.67
C -2.15712 -1.37057 -3.19224 0.11
C -3.37122 -0.83635 -3.61219 0.02
C -4.18511 -0.21719 -2.68408 -1.00
C -3.76208 -0.14566 -1.35943 -0.27
N -2.60259 -0.65639 -0.95161 -0.06
C -1.82049 -1.23963 -1.85100 -0.30
H -4.10867 -5.24426 -3.51786 0.39
H -3.19533 -5.29011 -5.03195 0.30
H -4.00217 -3.79632 -4.52851 0.25
H -1.64893 -5.10283 -3.06637 0.46
H -2.49146 -3.66528 -2.52927 0.24
H -0.40120 -5.14327 -4.89682 0.40
H 0.58710 -3.68761 -5.04074 0.34
H -1.87842 -4.27228 -6.76401 0.25
H -0.19979 -4.49792 -7.27533 0.37
H -0.80185 -2.87287 -6.90522 0.30
H -3.65948 -0.89712 -4.65619 0.55
H -5.12421 0.23631 -2.96958 0.43
H -4.36323 0.36029 -0.60974 0.30
H -0.87841 -1.64003 -1.48406 0.53
```

Computed properties:
Strongest force on any atom   0.54 eV Å⁻¹
HOMO level   -0.706 eV
Molecular weight   1089.61 g/mol
Total charge   -2
Multiplicity   1
Calculated total energy   -13820.78316 hartree

Entry from OMol25: C25H14BrCl2N5O3PbS as an isolated structure (ωB97M-V with the def2-TZVPD basis set).

Geometry as XYZ:
```
52
Properties=species:S:1:pos:R:3:mulliken_charge:R:1
Pb 0.30312 -0.39812 -2.00756 1.14
N 4.31144 -1.77228 -0.46757 -0.02
C 4.77946 -0.48281 -0.68727 0.70
C 6.01800 0.10921 -0.46552 -1.12
C 6.12630 1.44111 -0.80504 -0.47
C 5.04244 2.16026 -1.34034 -0.67
C 3.81838 1.56703 -1.55551 -0.79
C 3.69880 0.21835 -1.22349 0.58
N 2.61401 -0.64722 -1.32770 -0.26
C 3.02405 -1.80956 -0.86352 0.30
C 2.14644 -2.97324 -0.81834 -0.13
C 2.40038 -4.22023 -0.34011 -0.21
S 1.02465 -5.20647 -0.53302 -0.07
C 0.19171 -3.90281 -1.23451 -0.27
N 0.88034 -2.80159 -1.32707 -0.02
H 4.84768 -2.54101 -0.10143 0.24
H 6.85135 -0.43952 -0.05046 0.42
H 7.06826 1.94839 -0.65280 0.41
H 5.17939 3.20369 -1.58619 0.42
H 2.98093 2.12389 -1.95282 0.35
H 3.30079 -4.60607 0.10640 0.39
H -0.82652 -3.99153 -1.57875 0.45
Cl -4.27000 -3.79522 -1.15383 -0.05
C -4.47973 -2.15284 -0.93415 0.48
C -5.64623 -1.63567 -0.47118 -0.83
C -5.77987 -0.23558 -0.28899 1.20
Cl -7.24446 0.30088 0.29294 -0.06
C -4.73505 0.70333 -0.58263 0.38
C -4.86612 2.08675 -0.40466 -0.70
C -3.79585 2.89775 -0.72194 -0.71
C -2.63409 2.31301 -1.21337 -0.48
N -2.49753 0.99214 -1.39235 -0.13
C -3.51010 0.21695 -1.07547 0.10
C -3.29582 -1.25953 -1.26325 0.26
O -2.25473 -1.74172 -1.63263 -0.40
H -6.48071 -2.28028 -0.23181 0.51
H -5.78704 2.50995 -0.02841 0.46
H -3.85309 3.96903 -0.59629 0.46
H -1.76998 2.91387 -1.46378 0.51
Br -1.43873 -0.08291 5.53278 -0.14
C -0.72930 0.94436 4.12405 -0.08
C -0.34960 2.26530 4.34553 -0.17
N 0.15550 3.03842 3.39140 -0.59
C 0.30007 2.52253 2.17746 -0.31
C -0.05811 1.21581 1.86352 0.15
C -0.58028 0.40334 2.86409 -0.29
C 0.10375 0.70530 0.48267 1.31
O 0.51252 1.45947 -0.43448 -0.83
O -0.20826 -0.50852 0.23043 -0.87
H -0.45773 2.70822 5.32798 0.40
H 0.72157 3.16771 1.41665 0.51
H -0.85239 -0.62129 2.65234 0.56
```

Computed properties:
Strongest force on any atom   0.65 eV Å⁻¹
HOMO level   -13.289 eV
ΔE to the lowest compared entry with this formula, charge and spin   0.0 kcal/mol
Molecular weight   822.50 g/mol
Total charge   +2
Multiplicity   1
Calculated total energy   -5545.56947 hartree

Entry from OMol25: a 7-piece molecular cluster, C19H37Br12Cl2N2O2 overall (ωB97M-V with the def2-TZVPD basis set).

Geometry as XYZ:
```
74
Properties=species:S:1:pos:R:3:mulliken_charge:R:1
C -1.20959 -4.02773 0.19288 -1.55
C -1.13489 -3.54852 -1.24211 1.15
Cl 0.02087 -4.67154 -2.09519 -0.24
C -0.63442 -2.11949 -1.42364 -0.28
Cl -0.62715 -1.76059 -3.19815 -0.14
C -1.54145 -1.09352 -0.72427 1.39
N -1.27791 -1.11782 0.72843 -0.29
C 0.14713 -1.07955 1.04368 -0.77
C 0.93364 0.08378 0.39396 0.56
N 2.24793 -0.27059 -0.17450 -0.70
C -3.06558 -1.35446 -1.04912 -0.13
O -3.74393 -1.86309 -0.14329 -0.76
O -3.40274 -0.99247 -2.19013 -0.47
H -1.63084 -5.03307 0.19474 0.48
H -0.20457 -4.12522 0.60293 0.30
H -1.82364 -3.35434 0.78368 0.29
H -2.08310 -3.66410 -1.75333 -0.51
H 0.41446 -2.02035 -1.16206 0.51
H -1.36414 -0.09393 -1.10821 -1.15
H -1.73907 -0.32506 1.15609 0.33
H 0.61641 -2.03365 0.79991 0.11
H 0.23542 -0.98870 2.12883 0.60
H 0.29330 0.53335 -0.36431 -0.64
H 1.13009 0.85079 1.14593 0.25
H 2.18063 -0.42123 -1.17342 0.31
H 2.58417 -1.13645 0.23032 0.26
Br -0.24225 3.86124 1.50913 -0.15
C 0.86724 5.34840 0.94724 -0.56
C 2.08423 4.86314 0.20541 -0.53
Br 3.41614 4.10962 1.40651 -0.12
H 1.11672 5.91726 1.83691 0.40
H 0.24755 5.95145 0.28657 0.31
H 2.57896 5.68975 -0.29914 0.39
H 1.84284 4.08653 -0.51384 0.27
Br -1.12208 2.43405 -1.82247 -0.04
C -2.55880 3.73864 -1.77627 -0.56
C -2.72898 4.37797 -3.12452 -0.49
Br -1.33846 5.68504 -3.53092 -0.21
H -2.32910 4.43341 -0.97350 0.38
H -3.46102 3.18123 -1.52852 0.39
H -3.66530 4.92743 -3.19145 0.43
H -2.69195 3.60945 -3.88426 0.09
Br -4.75622 2.23101 -4.79743 -0.18
C -4.43066 0.48483 -5.58322 -0.45
C -3.10501 -0.05858 -5.13301 -0.20
Br -1.62605 0.82569 -6.04251 -0.16
H -4.50447 0.60632 -6.65904 0.42
H -5.23437 -0.15564 -5.22788 0.35
H -3.02146 -1.11356 -5.38296 0.29
H -2.94442 0.07288 -4.06683 0.00
Br 4.75779 2.88335 6.91785 -0.13
C 6.09485 3.62556 5.71972 -0.62
C 5.71276 3.48505 4.27054 -0.57
Br 5.95910 1.66982 3.61911 -0.12
H 7.03012 3.12455 5.94762 0.38
H 6.16911 4.67744 5.98604 0.38
H 6.35847 4.10230 3.65014 0.36
H 4.67507 3.74461 4.08714 0.28
Br 3.48311 -1.56417 6.53588 -0.12
C 5.29680 -1.46217 5.85103 -0.27
C 6.29360 -2.06715 6.80431 -0.59
Br 6.62919 -0.89558 8.31854 -0.14
H 5.49637 -0.41353 5.65598 0.01
H 5.28840 -2.01432 4.91381 0.37
H 7.25605 -2.19964 6.31569 0.35
H 5.95616 -3.01511 7.20992 0.38
Br -4.22978 -7.27394 -2.32422 -0.15
C -5.33014 -5.69448 -2.62487 -0.62
C -5.01816 -5.03153 -3.94050 -0.60
Br -3.35916 -4.03857 -3.84915 0.01
H -5.15606 -5.02780 -1.78529 0.34
H -6.35748 -6.05093 -2.60605 0.38
H -5.78911 -4.29936 -4.17221 0.32
H -4.93121 -5.74442 -4.75469 0.38
```

Computed properties:
Strongest force on any atom   0.87 eV Å⁻¹
HOMO level   -5.139 eV
ΔE to the lowest compared entry with this formula, charge and spin   0.0 kcal/mol
Molecular weight   1355.27 g/mol
Total charge   -1
Multiplicity   1
Calculated total energy   -32814.80753 hartree

Q: Which of these has the lowest calculated total energy?
A: C19H37Br12Cl2N2O2

Q: Which of these has the highest calculated total energy?
A: CH5N3O